Entry 1:
C24H26Cl4F9NO10 | ωB97M-V with the def2-TZVPD basis set

Structure (XYZ):
```
74
Properties=species:S:1:pos:R:3:forces:R:3:mulliken_charge:R:1
Cl -0.310 -5.001 7.535 0.006 -0.016 -0.005 -0.191
Cl -2.683 -4.001 5.306 -0.010 -0.024 -0.010 -0.187
Cl -5.352 5.945 -1.067 -0.018 0.004 -0.005 -0.202
Cl -3.794 7.299 -3.777 -0.009 0.022 0.005 -0.200
F -0.470 2.100 2.338 -0.036 -0.012 -0.235 -0.220
F -2.082 3.562 2.295 0.233 -0.183 -0.092 -0.322
F 3.797 0.649 -3.051 -0.094 -0.298 -0.307 -0.216
F -1.785 2.874 -0.767 0.172 -0.155 0.243 -0.232
F -3.210 2.179 0.729 0.297 0.056 -0.193 -0.349
F 0.316 4.597 2.272 -0.114 -0.109 -0.164 -0.309
F -0.887 5.073 0.497 0.208 -0.474 0.149 -0.259
F 3.541 0.298 -5.177 -0.057 -0.191 0.512 -0.291
F 3.896 -1.378 -3.827 -0.053 0.236 -0.007 -0.266
O 0.127 1.963 -2.367 -0.081 0.466 -0.079 -0.543
O 2.967 -1.053 2.831 -0.038 0.447 -0.330 -0.414
O -0.568 -2.243 -1.210 0.523 0.164 -0.345 -0.513
O 1.859 2.835 0.865 0.364 -0.071 0.075 -0.446
O -2.112 -0.107 0.921 -0.131 -0.119 0.143 -0.442
O 1.068 -1.715 3.815 0.013 -0.064 0.305 -0.525
O 1.268 4.194 -0.800 -0.053 -0.083 -0.241 -0.473
O 1.554 0.595 -1.286 0.110 0.221 -1.034 -0.359
O -3.712 0.834 -2.298 -0.887 0.424 -0.315 -0.444
O 1.925 -0.306 -3.853 0.482 -0.005 0.072 -0.427
N -1.597 -0.199 -2.084 0.159 0.315 0.972 -0.776
C 3.607 -0.575 -0.123 0.202 0.054 -0.183 -1.314
C 0.064 -3.518 -1.255 -0.221 -0.590 -0.170 -0.417
C -1.558 0.653 0.189 0.555 0.109 0.390 -0.958
C -0.569 -3.348 6.917 0.094 0.070 -0.029 -0.181
C 0.792 -0.489 1.826 0.155 -0.623 -0.104 0.718
C -1.150 2.951 1.536 -0.427 0.592 0.106 0.473
C -2.027 -3.058 6.668 -0.026 0.098 0.030 -0.456
C 3.269 -0.191 -3.959 0.006 0.223 -0.292 0.833
C 1.072 -4.842 -3.212 -0.173 -0.020 -0.164 -1.345
C 2.776 -1.322 -0.833 0.051 -0.167 0.285 -0.460
C 0.194 -1.187 -0.651 -1.083 -0.573 0.003 0.840
C -0.187 4.095 1.091 0.005 0.395 0.366 0.501
C -3.037 6.356 -2.467 0.107 -0.026 0.003 -0.389
C -2.668 0.368 -2.180 0.380 -0.416 0.016 0.564
C -0.680 0.125 -0.944 -0.142 -0.640 -1.758 3.310
C -1.901 2.179 0.389 -0.763 -0.122 -0.064 0.985
C 1.597 -1.121 2.924 -0.204 -0.193 0.275 -0.559
C 1.397 -1.248 -2.933 -0.994 0.154 0.059 -2.086
C 0.335 1.067 -1.632 0.241 -0.391 0.957 -0.702
C -3.948 5.278 -1.941 0.020 -0.078 0.012 0.367
C 1.053 3.719 0.260 -0.110 0.341 -0.206 0.398
C 0.429 -1.594 0.805 0.095 0.845 0.407 -2.759
C 1.492 -0.842 -1.454 1.488 0.534 0.562 2.450
C -0.187 -4.203 -2.603 0.545 -0.163 0.111 -0.464
H 3.050 -2.358 -0.976 -0.498 -0.406 0.366 0.456
H -0.117 -0.197 2.324 -0.207 0.381 -0.003 0.639
H 3.276 -0.405 3.474 0.219 -0.207 0.226 0.344
H -2.149 -2.007 6.414 0.038 0.006 -0.038 0.286
H 0.022 -3.232 6.012 -0.033 -0.042 -0.042 0.079
H 1.135 -3.475 -1.074 0.155 0.325 0.045 0.104
H 3.671 0.496 -0.218 -0.633 0.318 0.453 0.333
H -0.487 -2.063 1.138 -0.231 -0.080 0.086 0.928
H -2.630 -3.277 7.544 -0.005 -0.069 -0.004 0.361
H 0.347 -1.326 -3.188 -0.155 0.163 -0.247 0.619
H 1.095 -5.916 -3.075 0.049 -0.202 0.170 0.323
H -0.591 -3.484 -3.303 -0.254 0.189 -0.003 0.289
H -2.137 5.903 -2.878 -0.013 -0.033 -0.014 0.254
H 1.197 -2.353 0.860 0.194 -0.206 -0.370 0.762
H -2.750 7.049 -1.680 -0.051 0.038 0.003 0.336
H 4.306 -1.029 0.558 0.585 -0.251 -0.403 0.243
H -4.322 4.648 -2.743 -0.051 0.038 -0.025 0.375
H -3.403 4.656 -1.237 0.024 0.028 0.029 -0.532
H -0.187 -2.663 7.671 -0.036 -0.005 0.037 0.303
H 1.099 -4.676 -4.283 0.045 0.029 -0.229 0.339
H 1.813 2.934 1.825 -0.176 -0.148 0.111 0.430
H 1.307 0.350 1.378 0.143 0.141 -0.130 -0.265
H 1.994 -4.441 -2.802 0.175 0.100 0.110 0.375
H 1.805 -2.239 -3.074 0.372 -0.139 -0.032 0.865
H -0.354 -4.148 -0.474 -0.029 0.045 0.333 0.520
H -0.909 -4.994 -2.450 -0.418 0.022 -0.154 0.492
```
Positions in Å, forces in eV/Å.

Summary:
Charge: 0
Kohn-Sham gap in eV: 9.08
SMILES string: C=C[C@]1(COC(F)(F)F)OC(=O)[C@](N=C=O)(C(=O)C(F)(F)C(F)(F)C(F)(F)C(=O)O)[C@@]1(CCC(=O)O)OCCC.ClCCCl.ClCCCl



Entry 2:
C24H26GeO6Se3SnTe | ωB97M-V with the def2-TZVPD basis set

Structure (XYZ):
```
62
Properties=species:S:1:pos:R:3:forces:R:3:mulliken_spin:R:1
Te -2.596 3.980 -0.164 0.042 -0.132 -0.297 0.526
Sn 0.126 0.826 -0.962 0.470 -0.008 0.170 0.029
Se -1.329 3.378 1.864 -0.169 0.073 0.258 0.160
Se 0.699 2.610 1.143 0.053 -0.138 -0.195 0.056
Se -1.753 2.517 -1.929 -0.211 0.287 0.098 0.226
Ge 2.498 -2.271 2.043 -0.010 0.106 0.119 0.000
O -2.423 -1.398 -3.855 0.033 -0.050 -0.052 0.001
O 0.906 -1.144 2.341 0.086 -0.086 -0.095 0.010
O -0.210 -2.080 -1.455 -0.006 -0.034 -0.021 0.000
O -1.401 -0.134 0.084 -0.054 -0.046 0.052 0.010
O -0.678 -0.066 -3.408 -0.319 0.042 -0.107 0.000
O -2.257 -1.695 1.416 -0.049 -0.015 -0.040 0.001
C 3.816 0.354 2.013 -0.005 0.000 0.045 -0.003
C 2.882 -3.346 -2.058 -0.002 -0.059 -0.053 0.001
C 3.519 -0.636 -2.227 -0.041 0.007 -0.017 -0.001
C 3.347 -2.789 -3.274 0.004 0.029 0.002 0.000
C 3.669 -1.464 -3.358 -0.032 0.005 0.015 0.000
C -1.200 -1.159 -3.404 0.179 -0.030 0.054 -0.008
C 2.323 -3.114 0.317 -0.016 -0.083 0.041 0.001
C 2.300 -3.485 3.549 0.038 0.017 -0.019 0.000
C 2.513 -4.713 -1.983 0.001 0.018 -0.003 0.000
C 1.979 -4.445 0.338 -0.074 0.022 -0.053 0.000
C 1.529 -0.162 4.451 0.042 0.021 -0.031 0.000
C -0.495 -2.368 -2.810 -0.066 0.057 0.066 0.002
C -1.196 -2.488 -0.517 0.003 0.007 -0.024 0.001
C -0.792 0.052 3.454 0.061 0.110 -0.041 0.023
C 0.584 -0.468 3.344 -0.069 -0.087 -0.032 -0.008
C 4.896 1.207 2.179 -0.012 -0.004 -0.007 0.000
C 6.271 -0.659 2.818 -0.002 -0.003 -0.007 0.000
C 2.052 -5.250 -0.819 -0.025 0.038 0.037 0.000
C 2.767 -2.526 -0.910 -0.013 -0.009 0.056 0.001
C 5.187 -1.512 2.658 -0.009 -0.016 -0.005 0.000
C 3.076 -1.155 -1.043 0.017 -0.005 0.018 -0.002
C 6.125 0.698 2.579 0.020 0.011 0.001 0.001
C 3.950 -1.014 2.252 0.017 0.018 0.049 0.002
C -1.650 -1.369 0.417 0.022 -0.101 -0.083 -0.008
H 4.024 -1.045 -4.289 0.007 0.000 0.001 0.000
H 3.240 -3.538 4.098 0.001 0.020 -0.001 0.000
H 0.458 -2.486 -3.326 -0.011 0.002 -0.010 0.000
H 2.605 -5.325 -2.872 0.001 -0.001 -0.002 0.000
H 3.735 0.422 -2.304 0.023 -0.004 0.001 0.000
H -2.798 -0.565 -4.185 -0.019 0.026 -0.032 0.001
H 1.639 -4.912 1.253 0.011 -0.010 0.035 0.000
H -1.090 -3.274 -2.921 -0.002 -0.002 0.015 0.000
H 2.933 -0.500 -0.194 0.103 0.002 -0.017 0.002
H 2.027 -4.491 3.244 -0.003 -0.015 -0.019 0.000
H 5.321 -2.571 2.850 -0.003 -0.001 0.003 0.000
H 0.991 -0.111 5.395 0.017 0.009 0.007 0.000
H 2.862 0.770 1.705 -0.007 -0.003 0.008 -0.003
H -0.789 -3.291 0.100 -0.011 0.015 -0.003 0.000
H -1.242 -0.398 4.345 -0.010 -0.019 -0.010 -0.002
H 7.228 -1.056 3.129 -0.001 -0.005 0.000 0.000
H -1.399 -0.166 2.581 0.030 0.025 0.050 -0.011
H 1.528 -3.118 4.224 0.007 -0.005 0.014 0.000
H 6.969 1.363 2.706 0.000 0.002 0.001 0.000
H 2.372 -0.844 4.517 0.000 -0.011 -0.024 0.000
H 3.440 -3.435 -4.138 0.007 -0.003 -0.001 0.000
H 1.926 0.838 4.244 -0.006 0.018 -0.001 0.000
H -0.733 1.126 3.642 -0.014 -0.020 0.070 -0.007
H 4.779 2.266 1.993 -0.006 0.004 0.005 0.000
H -2.090 -2.868 -1.018 -0.013 0.013 0.009 0.000
H 1.768 -6.293 -0.765 -0.003 0.001 0.005 0.000
```
Positions in Å, forces in eV/Å.

Summary:
Charge: +1
Kohn-Sham gap (alpha / beta) in eV: 7.09 / 5.34
ΔE to the lowest compared entry with this formula, charge and spin in eV: 0.021
Multiplicity: 2



E_tot (computed, Ha): -4476.79713; -11145.00639